1.
{
  "formula": "C5H28O9",
  "method": "ωB97M-V with the def2-TZVPD basis set",
  "elements": ["C", "C", "C", "C", "C", "O", "H", "H", "H", "H", "H", "H", "H", "H", "H", "H", "H", "H", "O", "H", "H", "O", "H", "H", "O", "H", "H", "O", "H", "H", "O", "H", "H", "O", "H", "H", "O", "H", "H", "O", "H", "H"],
  "coordinates": [[-2.05769, -0.19277, 0.31568], [-0.82359, 0.86152, 0.41894], [-1.24786, 2.33113, -0.04844], [0.33354, 0.17237, -0.43878], [1.76707, 0.76639, -0.53657], [2.56793, 0.28693, 0.47175], [-1.50578, -1.12508, 0.69500], [-2.88333, 0.28461, 0.89207], [-2.36694, -0.43311, -0.77750], [-0.49254, 1.09471, 1.43112], [-1.85958, 2.55795, -0.85904], [-0.24379, 2.85614, -0.17984], [-1.98286, 2.72968, 0.81045], [0.43685, -0.82460, -0.07833], [-0.19237, 0.10977, -1.40302], [2.31931, 0.27214, -1.44972], [1.68271, 1.85074, -0.52145], [2.62627, 1.02067, 1.14166], [1.43237, -1.81178, -2.64368], [2.00564, -1.39990, -1.96085], [1.01196, -2.51799, -2.13385], [-0.58357, -0.22361, 3.23257], [-1.22407, -0.41035, 2.61240], [-0.13775, -1.07214, 3.24767], [2.23124, 2.36736, 2.13832], [1.62643, 3.02625, 1.84171], [1.72404, 1.87947, 2.72339], [1.21322, -1.80014, 1.59136], [1.82606, -1.09234, 1.43850], [1.67105, -2.61391, 1.47577], [0.27345, -3.47479, -0.40703], [-0.60062, -3.53053, -0.80340], [0.72787, -4.27889, -0.72277], [-2.37785, -3.07626, -1.77784], [-3.27181, -3.43544, -1.76926], [-2.19027, -2.55734, -2.44567], [-0.36926, -0.45188, -3.87921], [-0.46368, 0.37398, -3.39660], [0.30753, -1.05712, -3.39642], [0.10743, 4.15232, 1.74502], [-0.40065, 4.53279, 1.02485], [-0.61611, 3.85305, 2.38103]],
  "atomic_forces_ev_per_a": [[2.30, 0.62, -0.26], [-0.75, 0.34, -2.25], [1.01, -0.38, 3.04], [-1.34, 1.65, -0.34], [-1.01, -1.81, -2.19], [1.07, 0.69, 2.48], [-1.77, 0.87, -0.09], [0.30, -1.15, -0.24], [0.56, 0.74, 1.87], [-0.18, -0.78, 0.05], [-0.79, -0.60, -2.14], [-1.73, -0.11, 0.43], [2.10, -0.41, -1.38], [-0.03, -0.72, 0.16], [0.74, -0.04, -0.12], [-1.40, 1.90, 0.83], [0.57, 0.19, -0.53], [0.11, -0.61, -0.44], [1.07, -0.47, 0.91], [-0.51, -0.18, -0.75], [-0.15, -0.10, 0.19], [1.86, 0.42, 2.38], [-2.48, -0.24, -2.20], [0.72, -0.19, 0.14], [2.33, 0.48, -1.21], [-0.87, 1.27, -0.60], [-1.53, -1.72, 2.12], [-1.29, -0.18, 1.14], [0.85, 0.81, -0.39], [0.49, -0.88, -0.22], [0.80, -0.73, -0.59], [-0.65, 0.05, -0.08], [-0.34, 0.38, 0.30], [-0.98, -4.50, 5.98], [0.29, 0.42, -0.46], [0.91, 4.12, -5.58], [0.34, -1.06, 0.24], [0.24, -0.21, 0.07], [-1.09, 1.77, -0.72], [-1.33, -0.17, 1.80], [0.06, 0.02, -0.18], [1.52, 0.53, -1.18]],
  "gap_ev": 10.12,
  "e_above_lowest_kcal_mol": 48.3,
  "e_lumo_ev": 0.32,
  "energy_ha": -884.3684,
  "homo_energy_ha": -0.3600
}


2.
{
  "formula": "C4H5N3O",
  "method": "ωB97M-V with the def2-TZVPD basis set",
  "elements": ["N", "C", "C", "C", "N", "C", "N", "O", "H", "H", "H", "H", "H"],
  "coordinates": [[2.84999, 0.78750, 0.38619], [1.66060, 0.51466, 0.28605], [0.34470, -0.01624, 0.08580], [0.27213, -1.10420, 0.98448], [-0.47742, -2.32279, 0.54492], [-0.90803, 0.57358, -0.60187], [-1.02736, 2.05708, -0.72921], [-1.83215, -0.26231, -0.90258], [0.99274, -1.40143, 1.79485], [-0.63943, -2.97348, 1.54653], [-1.34165, -2.13853, -0.09625], [-1.75980, 2.54646, -1.53799], [-0.22751, 2.60612, -0.42652]],
  "atomic_forces_ev_per_a": [[-6.76, -1.38, -0.46], [6.27, 2.48, -0.20], [-0.25, 0.15, 2.57], [-1.93, -3.72, -3.74], [-0.53, 1.16, 4.79], [-1.96, -0.63, -0.75], [-2.07, -2.13, -2.38], [3.04, 3.55, 0.77], [-0.59, 0.94, -1.07], [0.07, 2.33, -4.24], [1.89, -0.19, 1.73], [3.07, -2.36, 3.35], [-0.25, -0.20, -0.37]],
  "gap_ev": 8.68,
  "e_above_lowest_kcal_mol": 93.0,
  "e_lumo_ev": -0.39,
  "energy_ha": -394.8193,
  "homo_energy_ha": -0.3332
}


3.
{
  "formula": "C6H8S",
  "method": "ωB97M-V with the def2-TZVPD basis set",
  "elements": ["C", "C", "C", "C", "C", "C", "H", "H", "H", "H", "H", "H", "H", "H", "S"],
  "coordinates": [[-0.68581, 0.33019, 1.60212], [0.81952, 1.00200, 0.01455], [0.26465, 0.83859, -1.41151], [-0.19527, -0.34659, -1.58479], [-0.20223, -1.25517, -0.34522], [0.38286, -0.30326, 0.71217], [-1.65640, 0.01239, 1.19791], [-0.79247, 0.10759, 2.65747], [1.93242, 1.29497, 0.00507], [0.38465, 1.54948, -2.21698], [-0.57454, -0.84968, -2.57251], [0.51260, -2.08148, -0.51495], [-1.16583, -1.65972, 0.02881], [1.22267, -0.64398, 1.28269], [-0.24683, 2.00466, 1.14516]],
  "atomic_forces_ev_per_a": [[-1.40, -0.75, -0.34], [0.42, 0.87, -1.21], [1.71, 2.09, 0.91], [-2.60, -4.71, -1.83], [1.31, 0.28, 0.13], [0.20, 0.37, 0.42], [-0.05, 0.48, -0.02], [0.72, 0.02, 0.27], [-1.72, -0.46, 0.17], [0.00, 0.25, 0.19], [0.70, 1.44, 1.80], [-0.54, 0.04, -0.01], [0.44, 0.19, -0.72], [0.32, -0.79, 0.34], [0.48, 0.68, -0.09]],
  "gap_ev": 9.43,
  "e_above_lowest_kcal_mol": 24.3,
  "e_lumo_ev": 1.01,
  "energy_ha": -631.5524,
  "homo_energy_ha": -0.3092
}


4.
{
  "formula": "C3H8N3S2",
  "method": "ωB97M-V with the def2-TZVPD basis set",
  "elements": ["N", "C", "C", "N", "S", "S", "C", "N", "H", "H", "H", "H", "H", "H", "H", "H"],
  "coordinates": [[2.20248, 0.33925, -0.59088], [0.97965, 0.82684, -0.97395], [0.28757, 1.47509, 0.08224], [0.84140, 1.35730, 1.32956], [-1.38049, 1.83803, -0.14355], [-2.69553, 0.01608, 0.13121], [-1.62955, -1.17769, -0.06011], [-1.96068, -2.43721, -0.06432], [2.37561, 0.18766, 0.37086], [2.90481, -0.09910, -1.14743], [0.76822, 0.85443, -2.06520], [1.73230, 1.68532, 1.46588], [0.29663, 2.01815, 1.84801], [-0.52742, -1.05336, -0.13792], [-2.90092, -2.69414, 0.14834], [-1.29410, -3.13665, -0.19275]],
  "atomic_forces_ev_per_a": [[-0.86, 0.12, -0.93], [1.35, 0.64, 0.82], [-0.84, -1.82, -3.57], [-2.82, -0.07, 1.58], [0.86, 0.49, -0.21], [-0.42, 1.33, 0.29], [1.82, -1.07, -0.04], [-1.06, 0.67, 0.29], [-0.07, 0.00, 0.96], [-0.14, 0.00, -0.93], [-0.22, -0.04, 1.15], [2.97, 0.82, -0.24], [-0.45, -0.05, 1.26], [-0.70, 0.65, -0.22], [-0.54, -0.44, -0.10], [1.11, -1.24, -0.12]],
  "gap_ev": 7.24,
  "e_above_lowest_kcal_mol": 29.2,
  "e_lumo_ev": -4.55,
  "energy_ha": -1079.4675,
  "charge": 1,
  "homo_energy_ha": -0.4332
}


5.
{
  "formula": "H14O7",
  "method": "ωB97M-V with the def2-TZVPD basis set",
  "elements": ["O", "H", "H", "O", "H", "H", "O", "H", "H", "O", "H", "H", "O", "H", "H", "O", "H", "H", "O", "H", "H"],
  "coordinates": [[-0.38560, -0.93152, -4.39346], [0.37390, -1.32105, -4.82667], [-0.14101, -0.89321, -3.46884], [4.82161, -2.57597, 1.11792], [5.51915, -2.76362, 1.74598], [4.01440, -2.79610, 1.58290], [1.43999, 2.92126, -2.96349], [2.11520, 2.45843, -3.45957], [1.13533, 2.28239, -2.31907], [-3.04065, 1.53514, 1.61397], [-3.49674, 1.06671, 2.31311], [-2.52503, 2.20149, 2.06823], [0.12238, -0.05836, -0.16013], [-0.71787, 0.13522, 0.25549], [0.63387, -0.49173, 0.52310], [-5.75813, 3.05273, -0.85895], [-5.67836, 4.00242, -0.76965], [-5.06393, 2.70018, -0.30214], [2.07301, -3.38272, 3.75705], [2.85697, -3.08472, 4.21839], [1.70158, -4.05705, 4.32587]],
  "atomic_forces_ev_per_a": [[-0.17, 0.05, -0.14], [0.16, -0.10, -0.14], [0.01, 0.04, 0.33], [0.04, 0.12, -0.17], [0.22, -0.04, 0.10], [-0.32, -0.11, 0.09], [-0.02, 0.26, -0.02], [0.15, -0.09, -0.15], [-0.15, -0.19, 0.22], [0.03, -0.06, -0.31], [-0.17, -0.17, 0.16], [0.16, 0.23, 0.08], [0.13, 0.07, -0.28], [-0.36, 0.11, 0.08], [0.18, -0.13, 0.14], [-0.20, -0.08, -0.11], [-0.01, 0.23, -0.02], [0.26, -0.19, 0.17], [0.01, 0.13, -0.28], [0.18, 0.12, 0.16], [-0.14, -0.21, 0.10]],
  "gap_ev": 11.37,
  "e_above_lowest_kcal_mol": 48.5,
  "e_lumo_ev": 0.20,
  "energy_ha": -535.0466,
  "homo_energy_ha": -0.4101
}